# 1
A 2-piece molecular cluster, C5H7ClO overall at a distorted geometry. Source: the Open Molecules 2025 dataset; level of theory: ωB97M-V with the def2-TZVPD basis set.

The geometry in XYZ format:
```
14
Properties=species:S:1:pos:R:3:forces:R:3
C -1.435 -1.935 -0.280 -0.193 1.503 0.922
C -1.328 -1.063 0.718 0.491 2.636 2.919
C 2.415 1.093 -0.909 1.633 2.186 -1.009
C 1.618 1.445 0.193 -2.103 0.813 1.315
C -1.765 0.281 0.734 -0.934 -1.483 -2.038
O 2.722 0.712 0.417 0.506 -0.941 1.421
Cl -2.832 0.880 -0.498 0.409 0.001 0.211
H -1.086 -2.858 -0.168 1.504 -3.812 0.622
H -1.846 -1.765 -1.202 -1.127 0.990 -1.975
H -0.856 -1.196 1.760 -0.401 -0.814 -1.920
H 2.321 0.371 -1.626 -1.071 -2.425 -1.304
H 3.122 1.808 -1.321 -0.068 0.539 0.231
H 0.605 1.297 0.645 1.127 -0.150 -0.679
H -1.655 0.930 1.537 0.226 0.957 1.283
```
Forces are in eV/Å.

Calculated values
DFT total energy in eV: -19862.196
Highest occupied orbital energy (alpha / beta) in eV: -8.105 / -7.891
HOMO-LUMO gap (alpha / beta) in eV: 8.7694 / 7.1220
Net charge: 0
Energy above the lowest of the compared OMol25 structures with the same formula, charge and spin in kJ/mol: 555.44

# 2
A 2-piece molecular cluster, C5H7ClO overall at a distorted geometry. Source: the Open Molecules 2025 dataset; level of theory: ωB97M-V with the def2-TZVPD basis set.

The geometry in XYZ format:
```
14
Properties=species:S:1:pos:R:3:forces:R:3
C 1.171 -1.519 1.553 -0.547 0.497 0.184
C 0.544 -0.938 0.695 0.761 -0.578 0.382
C -1.142 -1.035 -1.273 1.356 2.843 -1.050
C 0.872 1.692 0.009 -2.319 1.914 -0.858
C -0.058 -0.354 -0.453 -2.508 -3.290 0.926
O 0.228 0.752 -0.883 0.814 2.169 -0.840
Cl -1.763 0.845 1.783 0.322 -0.212 -0.577
H 1.598 -1.895 2.477 -0.134 0.064 -0.769
H -0.901 -0.614 -2.334 -0.616 -1.458 1.519
H -2.033 -0.454 -0.962 0.134 -0.742 0.060
H -1.178 -2.086 -1.114 -0.254 -0.668 -0.202
H 1.700 1.187 0.457 0.951 0.385 0.071
H 0.027 1.855 0.771 1.147 0.044 -0.536
H 0.934 2.564 -0.726 0.894 -0.968 1.691
```
Forces are in eV/Å.

Calculated values
DFT total energy in eV: -19864.073
Highest occupied orbital energy (alpha / beta) in eV: -8.225 / -8.225
HOMO-LUMO gap (alpha / beta) in eV: 6.7477 / 6.7469
Net charge: 0
Energy above the lowest of the compared OMol25 structures with the same formula, charge and spin in kJ/mol: 374.33

# 3
One molecule with the formula C5H7ClO2 at a distorted geometry. Source: the Open Molecules 2025 dataset; level of theory: ωB97M-V with the def2-TZVPD basis set.

The geometry in XYZ format:
```
15
Properties=species:S:1:pos:R:3:forces:R:3
C 2.350 -1.177 -0.505 4.207 4.497 -4.700
O 2.327 0.236 -0.151 1.327 -0.587 0.088
C 1.200 0.855 -0.216 -2.606 6.000 -1.540
O 1.192 2.086 -0.539 0.071 -3.919 1.247
C -0.113 0.169 0.121 4.102 0.452 -0.463
C -1.233 0.788 0.184 -5.431 3.645 0.925
C -2.535 0.137 0.684 3.946 -6.441 -4.956
Cl -3.711 0.057 -0.752 0.624 -0.218 0.479
H 2.234 -1.604 0.354 -2.297 -3.858 4.424
H 1.856 -1.171 -1.494 -0.124 -1.452 0.959
H 3.488 -1.303 -0.608 -1.615 -0.100 -0.637
H 0.083 -0.800 0.466 -0.686 -1.596 0.370
H -1.556 1.990 0.002 1.913 -3.500 0.006
H -2.532 -0.926 1.198 0.563 1.928 -1.468
H -3.049 0.662 1.257 -3.996 5.151 5.267
```
Forces are in eV/Å.

Calculated values
DFT total energy in eV: -21912.401
Highest occupied orbital energy in eV: -10.071
SMILES: COC(=O)/C=C/CCl
HOMO-LUMO gap in eV: 10.1959
Net charge: 0
Energy above the lowest of the compared OMol25 structures with the same formula, charge and spin in kJ/mol: 320.42

# 4
One molecule with the formula C5H7ClO2 at a distorted geometry. Source: the Open Molecules 2025 dataset; level of theory: ωB97M-V with the def2-TZVPD basis set.

The geometry in XYZ format:
```
15
Properties=species:S:1:pos:R:3:forces:R:3
C 0.522 0.202 -2.748 -6.781 -14.142 -7.957
O 0.307 -0.931 -1.942 -0.900 -0.045 0.884
C -0.565 -0.718 -0.890 0.818 0.583 0.070
O -1.718 -0.978 -0.990 -0.632 -0.114 0.243
C 0.169 -0.160 0.299 -11.447 -0.805 3.137
C -0.521 -0.004 1.488 -3.130 -1.747 -4.314
C -0.012 0.485 2.734 1.555 -0.712 0.720
Cl 0.041 -0.778 4.013 -0.644 0.265 0.033
H -0.246 0.637 -3.282 -2.430 0.347 -0.753
H 1.034 0.798 -2.462 10.912 13.345 7.901
H 1.217 -0.256 -3.495 -0.761 0.413 -0.182
H 1.079 -0.179 0.189 9.646 0.503 -0.713
H -1.802 -0.272 1.415 4.149 0.892 0.270
H 1.009 0.782 2.716 0.958 0.165 -0.597
H -0.515 1.373 2.955 -1.313 1.052 1.257
```
Forces are in eV/Å.

Calculated values
DFT total energy in eV: -21911.088
Highest occupied orbital energy in eV: -10.431
SMILES: COC(=O)/C=C/CCl
HOMO-LUMO gap in eV: 10.2608
Net charge: 0
Energy above the lowest of the compared OMol25 structures with the same formula, charge and spin in kJ/mol: 447.09

# 5
One molecule with the formula C5H7ClO2S at a distorted geometry. Source: the Open Molecules 2025 dataset; level of theory: ωB97M-V with the def2-TZVPD basis set.

The geometry in XYZ format:
```
16
Properties=species:S:1:pos:R:3:forces:R:3
C -3.049 -1.997 0.120 1.997 -0.203 -0.435
C -1.973 -1.608 0.823 -0.524 -0.073 0.125
S -1.833 0.458 0.368 -1.281 -1.629 -0.196
O -1.750 1.534 1.308 0.838 -0.143 -0.338
Cl -3.652 0.726 -0.568 0.089 1.446 -0.708
O -0.827 0.530 -0.898 -3.154 1.162 0.350
C 0.498 0.275 -0.690 1.990 1.930 -1.631
C 1.416 1.612 -0.572 -1.785 0.513 0.939
C 1.231 0.611 0.519 0.558 -1.052 -0.962
H -3.488 -1.462 -0.712 -0.404 -0.170 0.440
H -3.158 -3.082 0.065 -0.112 0.102 0.454
H 0.779 -0.562 -1.349 0.308 0.515 0.704
H 0.726 2.524 -0.232 1.663 -1.922 -1.377
H 2.384 1.871 -1.041 -0.862 -0.568 0.100
H 1.770 -0.259 0.700 2.269 -0.882 0.371
H 0.810 0.890 1.401 -1.591 0.976 2.164
```
Forces are in eV/Å.

Calculated values
DFT total energy in eV: -32743.855
Highest occupied orbital energy in eV: -9.133
SMILES: C=C=[S@](=O)(Cl)OC1CC1
HOMO-LUMO gap in eV: 8.9822
Net charge: 0
Energy above the lowest of the compared OMol25 structures with the same formula, charge and spin in kJ/mol: 437.13

# 6
A 2-piece molecular cluster, C5H7F overall at a distorted geometry. Source: the Open Molecules 2025 dataset; level of theory: ωB97M-V with the def2-TZVPD basis set.

The geometry in XYZ format:
```
13
Properties=species:S:1:pos:R:3:forces:R:3
C 2.164 -0.363 0.014 3.809 1.903 0.990
C 0.736 -0.142 -0.251 -0.844 2.232 -2.242
C -0.329 -0.809 0.174 -1.828 0.945 -1.447
C -1.726 -0.178 0.016 1.797 -5.835 -0.277
C -2.031 1.043 0.074 0.835 6.008 0.126
H 2.055 0.299 1.146 1.587 -2.581 -2.786
H 3.090 0.617 -0.707 -3.025 -3.262 1.973
H 2.706 -1.561 -0.098 -1.872 3.999 0.876
H 0.524 0.883 -0.828 0.476 -2.226 1.546
H -0.337 -1.838 0.465 0.198 -0.331 0.584
H -1.076 1.805 0.054 -2.929 -1.849 0.458
H -3.069 1.410 0.111 0.797 -0.104 -0.343
F -2.707 -1.168 -0.171 0.998 1.102 0.542
```
Forces are in eV/Å.

Calculated values
DFT total energy in eV: -8010.633
Highest occupied orbital energy in eV: -9.031
HOMO-LUMO gap in eV: 9.7301
Net charge: 0
Energy above the lowest of the compared OMol25 structures with the same formula, charge and spin in kJ/mol: 441.69

# 7
One molecule with the formula C5H7FN2 at a distorted geometry. Source: the Open Molecules 2025 dataset; level of theory: ωB97M-V with the def2-TZVPD basis set.

The geometry in XYZ format:
```
15
Properties=species:S:1:pos:R:3:forces:R:3
F -0.850 -2.204 1.251 0.016 -0.130 0.455
C -0.996 -1.256 0.248 0.838 -0.245 -0.270
C 0.374 -0.913 -0.288 0.225 -0.345 -0.934
C 1.264 0.245 0.120 0.922 -0.686 -0.463
N 0.779 1.347 0.854 -1.731 0.397 -0.426
C -0.215 1.828 0.160 1.637 -0.647 0.871
N -0.473 1.275 -1.060 1.229 -1.463 0.327
C 0.550 0.248 -1.258 -0.101 -0.399 -0.255
H -1.600 -1.748 -0.517 -0.078 0.317 -0.133
H -1.496 -0.393 0.668 -0.190 0.123 0.028
H 1.017 -1.788 -0.542 -0.821 0.640 0.212
H 2.300 -0.099 0.282 -0.548 0.721 -0.178
H -0.838 2.587 0.522 -0.693 1.149 0.452
H -0.733 1.823 -1.837 -0.395 0.697 -0.649
H 0.987 0.185 -2.277 -0.311 -0.129 0.961
```
Forces are in eV/Å.

Calculated values
DFT total energy in eV: -10994.636
Highest occupied orbital energy in eV: -8.932
SMILES: FC[C@@H]1[C@@H]2N=CN[C@H]12
HOMO-LUMO gap in eV: 9.7683
Net charge: 0
Energy above the lowest of the compared OMol25 structures with the same formula, charge and spin in kJ/mol: 161.26

# 8
One molecule with the formula C5H7FN2 at a distorted geometry. Source: the Open Molecules 2025 dataset; level of theory: ωB97M-V with the def2-TZVPD basis set.

The geometry in XYZ format:
```
15
Properties=species:S:1:pos:R:3:forces:R:3
C -1.018 1.582 -0.410 -1.185 2.782 -1.570
C -1.773 0.666 0.156 -1.455 -1.665 0.681
N -1.902 -0.730 -0.195 -2.280 2.092 -0.232
C -1.014 -1.579 -0.003 2.005 0.594 -0.399
C 0.273 -0.995 0.540 -0.292 -2.162 0.672
C 1.189 -0.282 -0.087 0.193 -1.902 0.511
N 2.396 0.118 0.476 1.622 0.802 -0.557
F 1.094 -0.198 -1.415 0.091 0.718 -1.031
H -0.630 1.457 -1.427 0.584 -0.379 0.712
H -1.234 2.685 -0.201 0.447 -1.731 0.144
H -2.538 0.933 0.922 0.901 -0.214 -0.383
H -1.236 -2.644 -0.273 0.571 0.902 0.453
H 0.375 -1.263 1.579 0.493 0.501 0.325
H 3.124 -0.593 0.402 -0.616 -0.563 0.400
H 2.894 0.842 -0.062 -1.080 0.226 0.274
```
Forces are in eV/Å.

Calculated values
DFT total energy in eV: -10993.266
Highest occupied orbital energy in eV: -8.907
SMILES: C=C/N=C\C=C(\N)F
HOMO-LUMO gap in eV: 9.8167
Net charge: 0
Energy above the lowest of the compared OMol25 structures with the same formula, charge and spin in kJ/mol: 293.53

# 9
One molecule with the formula C5H7FN2OS at a distorted geometry. Source: the Open Molecules 2025 dataset; level of theory: ωB97M-V with the def2-TZVPD basis set.

The geometry in XYZ format:
```
17
Properties=species:S:1:pos:R:3:forces:R:3
C 1.503 -0.698 0.302 -4.223 -1.666 -1.626
C 0.839 0.370 -0.543 0.309 2.088 -0.807
C 0.938 1.795 0.183 -0.188 -0.123 -1.235
N -0.599 0.116 -0.707 -2.368 0.180 1.897
S -1.030 -1.296 -1.611 0.162 0.237 0.461
C -2.200 -1.873 -0.370 0.438 0.343 -0.287
O -2.790 -2.911 -0.407 0.146 0.324 -0.033
N -2.348 -0.858 0.567 -0.374 1.638 1.802
C -1.564 0.149 0.519 1.879 -3.694 -5.386
F -1.565 1.190 1.249 -0.171 0.529 0.853
H 2.488 -0.660 0.133 3.916 0.374 0.370
H 1.081 -0.428 1.247 0.640 -0.760 1.224
H 1.204 -1.767 -0.055 0.181 1.868 0.799
H 1.355 0.508 -1.575 -1.264 -0.466 1.503
H -0.004 2.403 0.054 1.251 -0.373 -0.929
H 1.878 2.311 -0.253 -1.617 -0.561 1.488
H 0.815 1.649 1.266 1.282 0.061 -0.093
```
Forces are in eV/Å.

Calculated values
DFT total energy in eV: -23877.057
Highest occupied orbital energy in eV: -9.177
SMILES: CC(C)n1sc(=O)nc1F
HOMO-LUMO gap in eV: 9.4649
Net charge: 0
Energy above the lowest of the compared OMol25 structures with the same formula, charge and spin in kJ/mol: 0.00

# 10
One molecule with the formula C5H7FO at a distorted geometry. Source: the Open Molecules 2025 dataset; level of theory: ωB97M-V with the def2-TZVPD basis set.

The geometry in XYZ format:
```
14
Properties=species:S:1:pos:R:3:forces:R:3
C 1.431 1.413 -0.032 1.693 1.588 1.502
C 1.489 -0.114 -0.013 -3.045 -2.871 -0.981
F 2.600 -0.979 0.311 -1.196 2.854 -0.906
C 0.384 -0.891 -0.298 1.013 -1.986 -2.632
C -1.096 -0.625 -0.503 1.565 2.526 2.470
C -1.984 -0.518 0.649 -1.885 1.230 -1.944
O -1.642 0.697 -0.025 1.077 -1.498 -0.857
H 1.279 1.628 1.192 0.183 0.321 -3.498
H 0.564 1.979 -0.819 2.670 -2.279 2.786
H 2.550 1.820 -0.322 -2.925 -0.891 0.766
H 0.586 -1.985 -0.870 -0.139 2.612 2.484
H -1.621 -1.101 -1.239 -0.619 -0.600 -2.797
H -1.453 -0.674 1.512 0.262 -0.273 2.671
H -3.088 -0.649 0.457 1.346 -0.734 0.936
```
Forces are in eV/Å.

Calculated values
DFT total energy in eV: -10058.295
Highest occupied orbital energy in eV: -8.955
SMILES: C/C(F)=C\[C@H]1CO1
HOMO-LUMO gap in eV: 9.8707
Net charge: 0
Energy above the lowest of the compared OMol25 structures with the same formula, charge and spin in kJ/mol: 429.24

# 11
One molecule with the formula C5H7FSi at a distorted geometry. Source: the Open Molecules 2025 dataset; level of theory: ωB97M-V with the def2-TZVPD basis set.

The geometry in XYZ format:
```
14
Properties=species:S:1:pos:R:3:forces:R:3
C 3.042 -0.921 0.803 -2.671 1.473 -0.977
C 2.007 -0.496 0.279 0.457 -0.837 0.564
Si 0.319 0.300 -0.373 3.122 0.380 1.613
C -0.299 1.276 1.171 -1.402 0.382 -1.655
F 1.008 1.245 -1.492 -0.610 0.178 0.157
C -0.808 -0.813 -1.296 1.068 0.395 -1.095
C -2.082 -0.929 -0.976 -0.119 1.563 1.644
H 3.899 -1.083 1.407 0.273 -0.315 -0.112
H -1.237 1.819 0.750 1.754 0.040 0.773
H -0.831 0.580 1.823 0.575 -0.196 0.399
H 0.468 1.921 1.720 -1.277 -0.908 -1.007
H -0.340 -1.145 -2.239 -0.394 -0.701 0.565
H -2.823 -1.580 -1.418 -0.098 0.253 -0.158
H -2.323 -0.174 -0.159 -0.678 -1.706 -0.711
```
Forces are in eV/Å.

Calculated values
DFT total energy in eV: -15892.627
Highest occupied orbital energy in eV: -10.017
SMILES: C#C[Si@@](C)(F)C=C
HOMO-LUMO gap in eV: 10.7234
Net charge: 0
Energy above the lowest of the compared OMol25 structures with the same formula, charge and spin in kJ/mol: 38.00

# 12
C5H7HgO4 as an isolated structure at a distorted geometry. Source: the Open Molecules 2025 dataset; level of theory: ωB97M-V with the def2-TZVPD basis set.

The geometry in XYZ format:
```
17
Properties=species:S:1:pos:R:3:forces:R:3
O 0.063 -0.377 -0.552 2.127 -2.584 -0.082
C -0.530 -1.570 -0.126 0.114 -0.069 0.266
C -2.000 -1.576 -0.501 -0.217 -0.407 -0.097
O -2.542 -0.308 -0.087 -1.520 -1.774 0.696
C -3.904 -0.182 -0.153 -0.652 0.091 0.082
C -4.557 0.787 0.480 0.111 -0.223 -0.119
Hg -1.081 1.243 -0.594 -0.202 4.512 -0.770
H -0.430 -1.666 0.970 -0.101 -0.081 -0.222
H -0.056 -2.455 -0.586 -0.063 0.272 0.080
H -2.535 -2.389 0.009 0.110 0.188 -0.079
H -2.137 -1.678 -1.588 0.057 0.060 0.208
H -4.400 -0.926 -0.781 0.120 0.201 0.155
H -4.041 1.514 1.110 -0.150 -0.211 -0.195
H -5.638 0.855 0.369 0.351 0.010 0.028
O 1.449 1.521 0.497 -0.162 -1.693 -1.143
C 1.814 0.382 0.384 1.490 2.078 2.602
O 2.592 -0.446 0.702 -1.412 -0.371 -1.408
```
Forces are in eV/Å.

Calculated values
Spin multiplicity: 2
DFT total energy in eV: -17659.848
Highest occupied orbital energy (alpha / beta) in eV: -7.936 / -9.603
HOMO-LUMO gap (alpha / beta) in eV: 8.5649 / 8.3113
Net charge: 0
Energy above the lowest of the compared OMol25 structures with the same formula, charge and spin in kJ/mol: 7.58

Q: DFT total energy of number 11 (C5H7FSi)?
A: -15892.627 eV